C22H45LuN2OP3Se | ωB97M-V/def2-TZVPD

Each line ends with the Mulliken charge.
CARTESIAN COORDINATES (ANGSTROEM)
C  4.57142  -2.73596  -0.72655  -0.8427
H  0.29222  1.89582  -5.76485  0.2906
H  3.88964  0.83128  -1.06423  0.2888
H  -3.29636  -0.48706  -4.00181  0.5386
C  -1.90108  2.85524  -0.22535  -1.3995
C  -3.06048  3.36557  -3.33266  -0.7450
C  2.32437  1.24753  2.27308  -1.3078
H  2.15126  -2.30427  1.18097  -0.0915
C  3.86224  1.24630  -0.04982  -1.2233
H  1.38426  3.65311  -0.48098  0.2781
N  3.33445  -3.45604  -0.98366  0.2267
C  -1.29817  2.35238  2.43500  -1.5261
H  0.02938  -4.54092  -3.21300  0.3259
C  -3.04753  0.63612  1.02176  -1.5206
H  4.64500  -2.46138  0.33546  0.3181
H  -1.20212  -0.94603  -1.24834  -0.0884
H  2.51388  0.19375  2.51435  0.3238
H  4.37711  0.53865  0.61462  0.3474
H  -2.49267  3.60995  0.31217  0.5413
H  -2.98354  4.44642  -3.15392  0.5118
H  1.47789  3.73758  1.29039  0.3643
H  3.19825  1.83888  2.57828  0.5059
C  -0.32570  -0.85902  3.30332  -1.2082
H  4.59709  -1.81883  -1.32867  0.2195
H  0.92715  -3.51827  1.56329  0.5014
C  -0.68654  2.36051  -5.92129  -0.4119
Se  2.20340  -1.29251  -2.53202  -0.2473
H  -1.74525  1.76499  3.24481  0.5079
H  -3.16289  -0.13768  0.25421  0.2292
O  -1.08318  0.37255  -2.97349  -0.7514
H  -1.85673  3.29386  2.34077  0.4684
H  -2.35574  -1.95932  0.98914  0.2338
H  -1.19874  -3.22347  0.56674  0.1562
H  0.46484  -1.26841  3.94690  0.4797
C  -2.07740  1.15574  -3.35261  0.9123
H  -0.81437  3.41925  -5.65430  0.3045
H  -0.21372  -2.88451  -2.58656  0.0822
P  -0.04290  -1.32086  1.52982  1.0648
H  3.75934  -5.30588  0.05706  0.5105
P  -1.39911  1.44534  0.84292  1.2496
H  1.45708  1.57972  2.85448  0.2656
N  1.32151  -3.94650  -1.65339  0.3879
H  -0.25974  2.59509  2.68420  0.3225
H  4.39534  2.20553  -0.02725  0.5057
H  -2.65675  2.22390  -6.62302  0.2582
C  -1.45511  -2.47941  1.32763  -1.2784
C  3.04954  -4.74064  -0.53048  -0.5019
H  2.98105  3.72151  0.31313  0.4667
P  2.11988  1.49494  0.46396  1.0653
H  -0.73811  -4.28811  -1.62448  0.3224
C  -1.67236  1.75438  -6.57249  -0.5259
H  -5.40190  0.94005  -4.01965  0.5141
H  -3.83158  1.39456  0.88781  0.5126
C  -3.29954  0.58051  -3.78031  -0.5728
H  1.64452  -2.53965  2.85662  0.5457
C  -1.92646  2.57126  -3.34705  -0.6992
H  -0.32366  0.22699  3.42561  0.0999
H  -1.65917  -2.97809  2.28486  0.5753
C  -4.31979  2.76036  -3.49956  -0.5026
H  -5.20280  3.37420  -3.44427  0.5628
H  -1.01335  3.34007  -0.65299  0.2416
H  -1.29149  -1.24466  3.65191  0.4308
H  -2.50649  2.44321  -1.03930  0.2672
H  -3.15685  0.18287  2.01625  0.4777
H  1.19435  -5.92584  -0.81249  0.4910
C  2.26425  -2.95320  -1.67768  -0.0101
C  1.80054  -5.04207  -0.95451  -0.5180
H  -0.89375  2.95721  -3.35523  0.8473
H  5.43026  -3.36976  -0.98591  0.3752
H  -1.53719  0.82813  -7.13369  0.2948
C  1.96048  3.32691  0.39434  -1.3193
Lu  0.27613  0.26861  -1.42667  1.0154
C  0.02938  -3.91220  -2.31124  -0.6836
C  -4.43143  1.38643  -3.78939  -0.6248
C  1.29423  -2.52207  1.82036  -1.0270

Values from the calculation:
Highest occupied orbital energy (spin up / spin down), eV: -16.62 / -16.63
Energy relative to the best compared isomer or geometry (same formula, charge and spin), kcal per mole: 25.6
Lowest unoccupied orbital energy (spin up / spin down), hartree: -0.4431 / -0.4017
Charge: +3

C22H45N4O2P2Zr | ωB97M-V/def2-TZVPD

Each line ends with the Mulliken charge.
CARTESIAN COORDINATES (ANGSTROEM)
H  1.08483  3.16194  5.66574  0.3878
H  2.08262  2.42142  -0.66535  -0.0863
H  1.06865  5.04039  3.97683  0.5760
H  -4.93733  -0.21540  -1.76926  0.3829
C  4.46156  -1.37274  0.63193  -1.6424
H  -0.24900  -0.91967  -0.95876  0.2698
P  1.70383  -1.53810  1.03443  0.7250
C  0.19844  2.97953  5.05171  -1.0746
H  -1.73149  3.15727  0.60582  0.3029
C  1.90488  -3.03384  0.01015  0.8126
N  0.55329  3.08611  3.63818  0.0462
H  5.41875  -0.92505  0.91317  0.4977
H  2.34878  4.14698  -0.50763  0.2617
H  1.95525  -4.91633  1.09645  0.3055
C  -3.43953  3.58038  -0.58807  -1.5696
H  3.04497  -3.74157  1.79197  0.4575
H  -1.39956  3.66854  -2.40030  0.3506
H  -0.19237  1.98899  5.26169  0.3385
C  -1.03188  3.59802  -1.37088  -1.4270
Zr  0.13035  0.30796  0.30745  -2.8702
H  2.85806  1.04806  2.45596  0.0753
H  -1.95452  -1.76069  0.51646  0.2594
H  -2.65406  0.85094  -4.21998  0.5185
C  2.49702  -2.73491  -1.38444  -1.3046
H  -3.18161  -0.99113  2.45185  0.6689
H  -4.83779  1.37769  -1.07159  0.4589
C  -2.06132  2.96840  -0.42663  0.4452
C  0.38887  2.01881  2.81160  -0.5444
H  -4.04331  -0.01488  0.48023  0.4976
N  -1.43345  -1.26182  1.24034  -0.2648
C  1.47009  4.40875  1.91154  -1.2048
C  3.35331  -0.90013  1.55965  0.6597
C  0.64378  -2.03192  2.45570  -0.8008
H  -1.89423  0.20603  2.63996  0.1510
H  2.36771  -1.68624  -1.69014  0.0236
C  -0.81050  -2.36156  2.08579  -1.0748
H  -3.58090  1.40025  1.41044  0.4747
H  4.26961  -1.02666  -0.38363  0.3743
H  0.61094  -1.17492  3.14880  0.3680
N  0.69629  2.18088  1.47494  2.1640
O  1.72886  0.92902  -2.62096  -0.2225
P  -2.14190  1.12967  -0.50008  1.6017
C  -2.45025  -0.38512  1.89741  -0.6413
N  1.85731  3.31039  -0.18541  -0.0100
C  -4.49960  0.77616  -1.92068  -1.5781
H  -0.81602  4.62034  -1.02852  0.4134
H  -2.69426  -0.37061  -2.19233  0.6111
H  3.47368  -4.54837  0.28873  0.4620
H  3.49580  -1.29307  2.57181  0.8239
H  4.43106  1.00190  1.66366  0.6381
C  3.40229  0.62705  1.60734  -1.1281
H  -1.43380  -2.48843  2.97854  0.4843
H  -4.15343  3.20378  0.14667  0.3599
C  1.15917  0.66418  -1.62007  0.3373
H  4.60185  -2.45072  0.59636  0.3233
H  1.12554  -2.86654  2.98133  0.6292
H  -2.79301  2.41853  -3.43611  0.3736
H  -4.99659  1.18972  -2.80389  0.3522
H  1.98696  -3.33437  -2.15158  0.3852
H  -0.55532  3.72953  5.30707  0.4134
H  3.00155  1.05793  0.67802  0.2041
H  3.56415  -2.97884  -1.43659  0.4389
H  -1.30967  1.47019  -3.30560  0.2186
C  2.64146  -4.10123  0.83968  -1.5477
H  -0.06822  3.07300  -1.39563  0.3511
C  1.03546  4.28840  3.20348  -0.4007
O  0.00545  0.90417  3.24329  -0.7414
H  -0.88011  -3.31681  1.54259  0.4774
H  -3.84834  3.41487  -1.58575  0.3095
H  1.90048  5.31239  1.49051  0.5415
C  -3.17247  0.52178  0.88808  -1.0497
C  1.34578  3.29694  1.07648  0.1216
H  -3.37675  4.66292  -0.44052  0.4827
C  -2.40121  1.40560  -3.30625  -1.6512
H  0.88207  -3.39448  -0.16361  0.6594
C  -2.96994  0.68887  -2.07196  0.9679

Values from the calculation:
Highest occupied orbital energy, eV: -18.14
Energy relative to the best compared isomer or geometry (same formula, charge and spin), kcal per mole: 51.4
Lowest unoccupied orbital energy, hartree: -0.4129
Charge: +3

C22H45NO15S4 | ωB97M-V/def2-TZVPD

Each line ends with the Mulliken charge.
CARTESIAN COORDINATES (ANGSTROEM)
H  2.51012  0.09289  -2.53654  0.3705
O  1.10904  -4.16505  -0.83657  -0.6188
C  -6.49780  -2.11096  2.97723  -0.3265
O  -2.32899  1.71217  -6.66263  -0.3393
H  -3.31413  0.97723  -2.48298  0.4297
H  4.43783  1.44972  2.51007  0.1745
H  -0.44178  3.75974  -3.88626  0.4269
H  -1.55619  3.41737  -1.27927  0.4593
S  3.01968  1.47022  -0.74376  1.0995
C  8.93239  -1.53398  2.91983  -0.4004
H  5.82028  2.74151  0.83934  0.2835
N  -0.67460  1.72620  -2.07157  -0.3829
C  -9.33471  0.27773  1.78693  -0.9673
H  8.07614  -0.94917  4.80770  0.2591
H  5.29470  -3.01166  1.68670  0.4040
C  -2.06911  2.60191  -4.52683  0.4391
H  5.06678  -2.09977  0.17087  -0.1303
C  -1.43682  3.49869  -3.51427  -0.8191
H  -4.87163  -2.32317  4.35307  0.3846
S  6.82868  -1.25605  1.42778  1.2671
H  2.91503  -2.22126  1.40270  -0.0645
O  -7.73257  -1.37686  2.80195  -0.3033
O  6.03862  -0.32390  2.17311  -0.5538
H  -6.81438  -3.14575  3.08781  0.2701
H  -4.38174  0.30534  -3.68973  0.4068
H  -4.11831  3.99661  -2.30196  0.2551
H  3.05770  2.49047  2.15064  0.3031
C  -5.47886  1.86444  -1.44360  -1.5244
H  6.40756  -3.27307  0.30483  0.4284
O  -7.27149  1.01391  3.20344  -0.6192
H  -9.60746  -0.45835  1.03641  0.3148
O  -6.85455  0.01569  0.98202  -0.5687
C  4.73431  2.70429  0.79363  -0.4667
H  -1.99809  4.43091  -3.42871  0.3265
H  -4.58936  1.60628  -0.86692  0.2949
H  -5.90833  -2.03688  2.06270  0.3082
C  2.31892  -6.15705  0.33157  -0.9996
H  9.64634  -0.21029  4.44376  0.3900
C  -3.19535  1.08819  -5.80127  0.0060
C  -4.82416  3.65681  -3.06632  -1.6368
H  3.93785  -0.49374  -1.63895  0.1327
H  8.18130  0.36499  3.63916  0.2780
H  -5.33177  -0.64184  4.05890  0.2927
O  2.56505  2.72158  -1.26845  -0.6607
O  7.70601  -2.12328  2.42851  -0.2904
C  0.81007  -1.73784  1.33681  -1.0271
C  -3.05894  1.70546  -4.44741  0.8656
O  1.83891  -3.98742  1.51689  -0.2905
C  1.97140  -2.57550  1.81994  0.0691
C  -1.23451  2.85931  -2.16206  -0.3112
H  -6.15812  1.01662  -1.37785  0.3757
C  -5.09914  2.16453  -2.90984  1.0109
S  2.20726  -4.42704  0.03836  1.2056
H  -5.92903  2.73712  -0.97316  0.3821
O  7.67158  -0.77485  0.37622  -0.7285
C  4.14623  2.43888  2.16303  -0.8701
O  4.47197  1.63483  -0.14289  -0.1714
C  5.79602  -2.55230  0.83930  -0.6238
C  -3.93728  1.23990  -3.34007  -1.0386
H  4.51760  3.18520  2.86615  0.3943
O  3.50348  -3.90159  -0.28100  -0.5512
C  -5.71535  -1.65236  4.18990  -0.9675
O  -0.69113  3.24710  -6.41499  -0.5483
H  0.94870  -0.72049  1.69334  0.3606
S  -7.63293  0.08158  2.18189  1.1992
O  2.20612  0.76666  0.20470  -0.4994
H  3.13545  -6.34469  1.02261  0.3098
H  1.37133  -6.50069  0.73664  0.3404
C  -1.57614  2.61512  -5.92480  0.0908
H  -4.41433  3.92337  -4.04157  0.4295
H  -5.97240  1.91463  -3.51624  0.2826
O  -3.89906  0.18078  -6.13228  -0.5423
H  -5.74335  4.22556  -2.92903  0.4668
H  -9.45118  1.28623  1.39686  0.3690
C  8.69157  -0.51919  4.01786  -0.9659
H  0.75253  -1.70765  0.25073  0.2645
H  4.38200  3.64870  0.37601  0.3806
H  -6.34730  -1.65866  5.07756  0.2669
H  -0.56346  1.44502  -1.09910  0.1985
H  2.51308  -6.62652  -0.63002  0.3831
H  -9.91860  0.15244  2.69443  0.3437
H  9.50625  -2.37966  3.29236  0.2787
H  -0.13608  -2.12560  1.71735  0.3509
H  9.47896  -1.10147  2.08109  0.3514
C  3.44314  0.37957  -2.05494  -0.8071
H  4.08956  0.90590  -2.75103  0.3522
H  2.05299  -2.53377  2.90415  0.2879

Values from the calculation:
Highest occupied orbital energy, eV: -10.17
Lowest unoccupied orbital energy, hartree: -0.0110
SMILES: [H]/N=C/CC1=C(CC(C)C)C(=O)OC1=O.CCOS(C)(=O)=O.CCOS(C)(=O)=O.CCOS(C)(=O)=O.CCOS(C)(=O)=O
Charge: 0

Number 1: molecular weight 700.5 Da, E -155377.332 eV. Number 2: molecular weight 550.8 Da, E -53432.808 eV. Number 3: molecular weight 691.9 Da, E -99085.986 eV.